Below is a 7-piece molecular cluster, C37H32Cl2F6 overall, with properties calculated with ωB97M-V/def2-TZVPD.

Results
2S+1   1
Calculated total energy   -2948.6465 hartree
Structure (SMILES)   Fc1ccccc1.Fc1ccccc1.Fc1ccccc1.Fc1ccccc1.Fc1ccccc1.Fc1ccccc1.ClCCl
Lowest unoccupied orbital energy   0.4 eV

Last column: Löwdin charge in e.
Element x y z (Å)
F: -6.6856 -3.8647 -0.1578  0.06
C: -5.8322 -3.1619 0.6089  -0.28
C: -6.2363 -1.9815 1.2177  -0.02
C: -5.2960 -1.1757 1.8415  -0.08
C: -3.9735 -1.5904 1.8909  -0.09
C: -3.6168 -2.8503 1.4269  -0.08
C: -4.5417 -3.6507 0.7674  -0.01
H: -7.2912 -1.7466 1.1478  0.12
H: -5.6143 -0.2191 2.2327  0.10
H: -3.1987 -0.9068 2.2160  0.10
H: -2.5673 -3.1155 1.3958  0.08
H: -4.1947 -4.5639 0.3050  0.10
F: 1.8622 2.5216 -5.7001  0.06
C: 2.2274 1.2815 -5.3190  -0.28
C: 2.2756 0.9996 -3.9723  -0.01
C: 2.6831 -0.2816 -3.5856  -0.09
C: 3.0799 -1.2191 -4.5127  -0.09
C: 3.0618 -0.8875 -5.8816  -0.08
C: 2.5293 0.3267 -6.2735  -0.03
H: 1.9967 1.7283 -3.2258  0.10
H: 2.5935 -0.5378 -2.5364  0.10
H: 3.2696 -2.2376 -4.2007  0.10
H: 3.2465 -1.6386 -6.6366  0.10
H: 2.4648 0.4595 -7.3463  0.12
F: -1.6170 -7.6596 1.8979  0.07
C: -0.6773 -6.7585 2.2143  -0.30
C: 0.6103 -6.8766 1.7352  -0.03
C: 1.4738 -5.7817 1.8170  -0.09
C: 1.1018 -4.6346 2.5000  -0.10
C: -0.1824 -4.5412 3.0379  -0.09
C: -1.0237 -5.6477 2.9715  -0.02
H: 0.8977 -7.7278 1.1303  0.12
H: 2.4776 -5.8072 1.4154  0.11
H: 1.8415 -3.8484 2.5769  0.10
H: -0.5570 -3.6994 3.6031  0.11
H: -2.0341 -5.4926 3.3340  0.12
F: 4.6453 7.2617 1.0093  0.06
C: 4.0189 6.1771 1.5029  -0.29
C: 2.7177 5.8792 1.1382  -0.01
C: 2.1329 4.7392 1.6595  -0.08
C: 2.8216 3.9124 2.5519  -0.09
C: 4.1262 4.2507 2.9115  -0.08
C: 4.7232 5.3837 2.3893  -0.02
H: 2.2206 6.5266 0.4270  0.11
H: 1.0885 4.5417 1.4492  0.09
H: 2.4557 2.9387 2.8413  0.09
H: 4.7912 3.6370 3.5077  0.11
H: 5.7155 5.7522 2.6205  0.12
F: -1.1220 3.7713 -2.8126  0.07
C: -1.2623 4.2507 -1.5712  -0.29
C: -1.9737 3.5141 -0.6279  -0.03
C: -2.0372 3.9442 0.6678  -0.08
C: -1.6868 5.2629 0.9644  -0.11
C: -1.0599 6.0393 0.0022  -0.09
C: -0.7953 5.5182 -1.2745  -0.01
H: -2.3491 2.5165 -0.8220  0.12
H: -2.4455 3.3348 1.4639  0.11
H: -1.9094 5.6585 1.9471  0.10
H: -0.7910 7.0361 0.3268  0.11
H: -0.1115 6.0819 -1.8944  0.12
F: -0.5013 -1.9994 0.8826  0.04
C: 0.0265 -0.8617 0.4472  -0.32
C: 1.1020 -0.3434 1.1522  -0.01
C: 1.6314 0.8861 0.8032  -0.07
C: 1.1562 1.5141 -0.3487  -0.10
C: 0.0901 0.9942 -1.0504  -0.10
C: -0.4669 -0.2348 -0.6670  -0.02
H: 1.4210 -0.7946 2.0851  0.11
H: 2.4644 1.3816 1.2794  0.09
H: 1.5982 2.4321 -0.7211  0.11
H: -0.3731 1.4953 -1.8874  0.09
H: -1.3500 -0.6156 -1.1646  0.11
C: -1.1415 -4.9989 -0.9044  -1.02
Cl: -0.5787 -6.4618 -1.7560  0.52
Cl: -0.8612 -3.5345 -1.8151  0.58
H: -2.1831 -5.0645 -0.6195  0.01
H: -0.5003 -4.9350 -0.0293  -0.01



Below is H14NaO7 as an isolated structure, with properties calculated with ωB97M-V/def2-TZVPD.

Results
2S+1   1
Calculated total energy   -696.7873 hartree
Total charge   +1
Lowest unoccupied orbital energy   -3.5 eV

Last column: Löwdin charge in e.
Element x y z (Å)
Na: 0.1025 -0.2500 -0.2665  -0.04
O: -0.9840 1.7754 1.4878  -0.03
H: -0.7401 1.4091 0.6377  -0.22
H: -0.6510 1.1442 2.1256  0.02
O: -0.3053 1.3833 -0.4192  -0.04
H: -1.0687 1.8674 -0.7338  0.16
H: 0.4176 2.0076 -0.4827  0.16
O: 1.8124 -0.5353 0.6544  -0.01
H: 2.5816 -0.3401 0.1192  0.09
H: 2.0110 -0.1522 1.5088  0.12
O: -1.6890 0.1195 -0.5068  -0.03
H: -2.3244 -0.1839 0.1416  0.12
H: -2.1002 -0.0664 -1.3510  0.13
O: -0.2701 -0.3964 1.3687  -0.07
H: -0.9419 -0.2149 2.0260  0.11
H: 0.1561 -1.1966 1.6757  0.12
O: 1.2258 0.0540 -1.4883  -0.02
H: 1.5243 0.7941 -2.0168  0.12
H: 2.0185 -0.4551 -1.3188  0.09
O: -0.1887 -1.8826 -0.9574  0.01
H: 0.2074 -2.3878 -1.6675  0.11
H: -0.7937 -2.4935 -0.5368  0.11



Number 1: HOMO -9.21 eV. Number 2: HOMO -13.42 eV.